Formula: C32H80O16
Source: the OMol25 dataset
Level of theory: ωB97M-V/def2-TZVPD

Last column: Löwdin charge in e.
Geometry (Å):
1 C -3.343 21.895 -0.963  -0.08
2 O -3.575 23.323 -1.050  -0.22
3 C -4.697 23.640 -1.924  -0.16
4 C -4.679 23.204 -3.409  -0.19
5 O -5.152 21.869 -3.536  -0.17
6 C -4.850 21.179 -4.750  -0.11
7 H -4.329 21.433 -0.902  0.07
8 H -2.798 21.634 -0.055  0.08
9 H -2.764 21.553 -1.821  0.08
10 H -4.612 24.723 -1.835  0.13
11 H -5.578 23.165 -1.491  0.10
12 H -3.688 23.342 -3.842  0.11
13 H -5.285 23.933 -3.947  0.13
14 H -5.140 21.645 -5.692  0.06
15 H -5.331 20.206 -4.848  0.08
16 H -3.801 21.043 -5.015  0.07
17 C -3.032 23.431 -7.315  -0.12
18 O -2.738 22.673 -8.448  -0.20
19 C -2.033 23.367 -9.482  -0.17
20 C -1.440 22.426 -10.622  -0.15
21 O -0.294 21.670 -10.218  -0.20
22 C -0.469 20.480 -9.523  -0.13
23 H -3.792 24.197 -7.467  0.10
24 H -2.111 23.884 -6.946  0.07
25 H -3.211 22.774 -6.464  0.06
26 H -1.207 23.940 -9.059  0.12
27 H -2.664 24.083 -10.008  0.11
28 H -1.105 23.137 -11.377  0.12
29 H -2.213 21.740 -10.968  0.12
30 H -1.088 20.634 -8.639  0.07
31 H 0.537 20.240 -9.180  0.09
32 H -0.948 19.683 -10.092  0.08
33 C -4.736 24.363 2.058  -0.11
34 O -5.432 24.210 3.313  -0.19
35 C -4.507 24.342 4.441  -0.17
36 C -5.211 24.017 5.752  -0.18
37 O -5.955 25.094 6.366  -0.20
38 C -5.235 26.069 7.089  -0.12
39 H -3.934 23.674 1.794  0.08
40 H -4.478 25.399 1.838  0.07
41 H -5.607 24.198 1.424  0.09
42 H -4.123 25.362 4.466  0.12
43 H -3.674 23.644 4.354  0.12
44 H -4.606 23.597 6.555  0.12
45 H -5.840 23.132 5.648  0.12
46 H -4.578 25.639 7.846  0.08
47 H -5.971 26.713 7.571  0.09
48 H -4.526 26.578 6.436  0.08
49 C -7.023 16.399 5.045  -0.13
50 O -6.459 17.544 4.436  -0.19
51 C -6.980 17.731 3.100  -0.19
52 C -6.601 19.087 2.495  -0.22
53 O -5.216 19.197 2.452  -0.18
54 C -4.589 20.282 1.750  -0.07
55 H -8.082 16.456 5.293  0.09
56 H -6.322 16.308 5.875  0.09
57 H -6.874 15.504 4.440  0.08
58 H -8.052 17.535 3.080  0.12
59 H -6.493 16.953 2.511  0.12
60 H -7.054 19.824 3.158  0.13
61 H -6.958 19.057 1.466  0.12
62 H -4.847 21.218 2.245  0.08
63 H -4.921 20.284 0.711  0.07
64 H -3.501 20.267 1.797  0.09
65 C -8.137 19.911 -4.839  -0.12
66 O -9.524 19.778 -4.605  -0.18
67 C -10.317 20.972 -4.595  -0.19
68 C -10.079 21.691 -3.323  -0.21
69 O -8.782 22.317 -3.258  -0.19
70 C -8.556 22.877 -1.975  -0.11
71 H -7.520 19.115 -5.257  0.08
72 H -7.790 20.157 -3.836  0.08
73 H -7.906 20.834 -5.370  0.08
74 H -11.330 20.597 -4.746  0.13
75 H -10.092 21.653 -5.416  0.13
76 H -10.103 21.052 -2.440  0.13
77 H -10.897 22.405 -3.227  0.12
78 H -8.299 22.071 -1.286  0.09
79 H -9.218 23.654 -1.593  0.09
80 H -7.603 23.406 -2.001  0.06
81 C -2.332 26.626 -0.386  -0.03
82 O -2.750 27.747 -1.308  -0.20
83 C -1.692 28.489 -1.923  -0.24
84 C -2.125 29.792 -2.530  -0.20
85 O -2.655 30.700 -1.538  -0.19
86 C -1.918 31.904 -1.311  -0.09
87 H -3.097 26.453 0.370  0.06
88 H -1.424 26.944 0.126  0.08
89 H -2.201 25.734 -1.000  0.07
90 H -1.123 27.823 -2.572  0.12
91 H -0.970 28.792 -1.165  0.11
92 H -2.908 29.532 -3.242  0.12
93 H -1.213 30.091 -3.045  0.12
94 H -0.876 31.586 -1.319  0.08
95 H -2.292 32.323 -0.377  0.09
96 H -2.075 32.618 -2.120  0.08
97 C -2.596 14.158 -7.745  -0.14
98 O -3.139 15.168 -8.530  -0.19
99 C -4.120 16.063 -7.906  -0.17
100 C -4.104 17.366 -8.619  -0.19
101 O -4.981 18.322 -7.941  -0.23
102 C -4.844 19.718 -8.399  -0.05
103 H -1.789 14.597 -7.159  0.09
104 H -2.274 13.287 -8.316  0.09
105 H -3.331 13.781 -7.033  0.08
106 H -3.962 16.211 -6.838  0.13
107 H -5.107 15.618 -8.026  0.13
108 H -4.529 17.319 -9.621  0.13
109 H -3.098 17.785 -8.637  0.12
110 H -3.822 20.026 -8.620  0.07
111 H -5.176 20.353 -7.578  0.06
112 H -5.539 19.675 -9.238  0.09
113 C 1.217 19.542 -4.369  -0.09
114 O 1.065 20.877 -4.847  -0.21
115 C -0.241 21.489 -4.774  -0.17
116 C -0.154 23.042 -4.948  -0.13
117 O 0.174 23.332 -6.337  -0.23
118 C 1.461 23.080 -6.871  -0.10
119 H 0.782 18.808 -5.047  0.09
120 H 0.811 19.478 -3.359  0.08
121 H 2.282 19.367 -4.217  0.09
122 H -0.652 21.211 -3.804  0.11
123 H -0.904 21.147 -5.568  0.11
124 H 0.674 23.358 -4.314  0.12
125 H -1.087 23.569 -4.752  0.11
126 H 1.416 22.027 -7.149  0.08
127 H 2.266 23.388 -6.204  0.09
128 H 1.764 23.590 -7.786  0.08

LUMO	0.48	eV
HOMO	-9.3	eV
SMILES string	COCCOC.COCCOC.COCCOC.COCCOC.COCCOC.COCCOC.COCCOC.COCCOC
gap between HOMO and LUMO	9.76	eV

Formula: C4H10N2O
Source: the OMol25 dataset
Level of theory: ωB97M-V/def2-TZVPD

Last column: Löwdin charge in e.
Geometry (Å):
1 C 0.617 -0.603 -1.189  -0.28
2 C 0.355 0.894 -0.825  -0.18
3 C -0.152 1.203 0.650  -0.10
4 C -0.710 0.026 1.408  -0.55
5 N -2.086 -0.132 1.284  0.15
6 O -0.029 -0.831 1.928  0.05
7 N 1.797 -1.044 -0.447  0.00
8 H -0.318 -1.110 -0.939  0.10
9 H 0.779 -0.654 -2.267  0.10
10 H -0.343 1.368 -1.519  0.09
11 H 1.304 1.374 -1.084  0.10
12 H -0.932 1.942 0.446  0.10
13 H 0.714 1.705 1.075  0.11
14 H -2.270 -1.102 1.544  0.11
15 H -2.534 0.333 0.514  0.09
16 H 2.344 -1.766 -0.912  0.07
17 H 1.463 -1.601 0.332  0.05

LUMO	0.88	eV
HOMO	-9.3	eV
SMILES string	NCCCC(N)=O
gap between HOMO and LUMO	10.16	eV

Formula: C9H12O
Source: the OMol25 dataset
Level of theory: ωB97M-V/def2-TZVPD

Last column: Löwdin charge in e.
Geometry (Å):
1 C 0.979 -1.347 0.427  -0.10
2 C 2.159 -0.987 0.139  -0.03
3 C -0.227 -0.413 0.533  -0.24
4 C 1.087 1.406 -0.068  -0.13
5 C 1.587 2.599 -0.326  -0.01
6 C -1.486 -0.910 0.721  -0.02
7 C 3.523 -1.342 -0.175  -0.09
8 C -3.074 0.550 -0.723  -0.10
9 C -2.858 -0.142 0.678  -0.18
10 O -0.141 0.923 0.117  -0.01
11 H 0.628 -2.353 0.751  0.12
12 H 1.022 3.556 -0.170  0.07
13 H 2.641 2.728 -0.602  0.05
14 H -1.577 -1.989 1.082  0.12
15 H 3.776 -1.079 -1.198  0.08
16 H 3.707 -2.398 -0.147  0.08
17 H 4.241 -0.679 0.262  0.07
18 H -3.097 1.608 -0.685  0.05
19 H -3.966 0.203 -1.139  0.04
20 H -2.188 0.400 -1.443  0.10
21 H -3.557 -0.912 0.611  0.06
22 H -3.179 0.579 1.357  0.08

LUMO (alpha / beta)	0.26 / 0.26	eV
HOMO (alpha / beta)	-8.1 / -8.1	eV
gap between HOMO and LUMO (alpha / beta)	8.38 / 8.35	eV

Formula: C2H5N4
Source: the OMol25 dataset
Level of theory: ωB97M-V/def2-TZVPD

Last column: Löwdin charge in e.
Geometry (Å):
1 C -1.242 0.084 0.007  -0.38
2 C -0.017 -0.772 0.013  -0.32
3 N -2.163 -0.835 -0.010  0.31
4 N -0.615 -1.933 0.013  0.22
5 N -1.356 1.399 0.011  0.21
6 N 1.261 -0.484 0.012  0.24
7 H -0.394 -2.912 -0.040  0.14
8 H -0.557 2.013 0.027  0.13
9 H -2.277 1.811 0.026  0.14
10 H 1.562 0.480 -0.017  0.14
11 H 1.978 -1.200 0.001  0.15

LUMO	-5.38	eV
HOMO	-14.7	eV
total charge	+1
gap between HOMO and LUMO	9.31	eV

Formula: C32H36BKN10O3
Source: the OMol25 dataset
Level of theory: ωB97M-V/def2-TZVPD

Last column: Löwdin charge in e.
Geometry (Å):
1 K 0.526 0.596 0.279  0.76
2 O 2.077 -0.140 1.991  -0.04
3 C 1.901 -0.881 2.959  -0.36
4 C 1.693 -0.321 4.287  0.04
5 C 1.633 -1.139 5.376  -0.07
6 C 1.750 -2.536 5.216  -0.05
7 C 1.890 -3.119 3.952  -0.05
8 C 1.919 -2.348 2.817  -0.11
9 C 1.963 -2.967 1.475  -0.11
10 N 1.551 -2.341 0.459  0.06
11 C 1.677 -2.956 -0.852  -0.20
12 C 2.319 -1.956 -1.821  -0.23
13 N 1.434 -0.832 -2.071  0.01
14 C 0.898 -0.798 -3.232  -0.12
15 C -0.050 0.186 -3.723  -0.16
16 C -0.655 -0.070 -4.964  -0.09
17 C -1.596 0.772 -5.508  -0.14
18 C -1.935 1.931 -4.781  -0.11
19 C -1.350 2.226 -3.578  -0.03
20 C -0.373 1.369 -2.981  -0.40
21 O 0.171 1.649 -1.865  -0.22
22 H 1.596 0.755 4.348  0.13
23 H 1.489 -0.724 6.365  0.11
24 H 1.702 -3.174 6.089  0.10
25 H 1.936 -4.199 3.859  0.11
26 H 2.364 -3.988 1.414  0.12
27 H 0.669 -3.176 -1.213  0.12
28 H 2.250 -3.893 -0.819  0.10
29 H 2.597 -2.497 -2.738  0.10
30 H 3.244 -1.589 -1.365  0.11
31 H 1.157 -1.584 -3.962  0.11
32 H -0.366 -0.974 -5.495  0.10
33 H -2.061 0.554 -6.460  0.08
34 H -2.682 2.609 -5.182  0.09
35 H -1.632 3.108 -3.014  0.11
36 C -3.347 -0.242 -1.861  -0.02
37 C -3.391 1.058 -1.122  -0.37
38 C -4.211 2.175 -1.369  -0.05
39 C -3.810 3.112 -0.448  -0.09
40 N -2.835 2.559 0.311  0.02
41 N -2.573 1.284 -0.108  0.12
42 B -1.948 3.102 1.461  -0.63
43 N -1.908 2.056 2.615  0.01
44 C -2.725 2.050 3.693  -0.08
45 C -2.683 0.801 4.261  -0.04
46 C -1.807 0.074 3.428  -0.36
47 C -1.478 -1.385 3.483  -0.03
48 N -1.345 0.833 2.448  0.09
49 N -0.520 3.436 0.919  0.00
50 C -0.283 4.349 -0.043  -0.07
51 C 1.073 4.412 -0.253  -0.04
52 C 1.608 3.459 0.635  -0.39
53 C 3.028 3.001 0.792  -0.04
54 N 0.644 2.894 1.355  0.03
55 N -2.484 4.418 2.106  -0.01
56 C -1.879 5.014 3.154  -0.10
57 C -2.462 6.242 3.351  -0.04
58 C -3.438 6.325 2.338  -0.37
59 C -4.384 7.444 2.032  -0.05
60 N -3.440 5.232 1.593  0.11
61 H -4.315 -0.465 -2.314  0.07
62 H -3.084 -1.057 -1.185  0.07
63 H -2.606 -0.211 -2.664  0.06
64 H -4.966 2.287 -2.131  0.09
65 H -4.148 4.113 -0.254  0.08
66 H -3.291 2.924 3.965  0.11
67 H -3.219 0.458 5.131  0.09
68 H -1.279 -1.720 4.503  0.07
69 H -0.608 -1.607 2.867  0.05
70 H -2.303 -1.984 3.090  0.08
71 H -1.099 4.882 -0.507  0.13
72 H 1.594 5.039 -0.959  0.10
73 H 3.723 3.839 0.709  0.07
74 H 3.297 2.279 0.017  0.07
75 H 3.161 2.529 1.765  0.07
76 H -1.069 4.522 3.670  0.12
77 H -2.223 6.971 4.109  0.09
78 H -4.846 7.834 2.941  0.07
79 H -5.173 7.089 1.370  0.07
80 H -3.876 8.275 1.538  0.07
81 O 2.767 2.391 -2.589  -0.09
82 H 1.915 1.950 -2.356  0.00
83 H 2.655 3.247 -2.166  0.00

LUMO (alpha / beta)	2.03 / -0.30	eV
HOMO (alpha / beta)	-4.1 / -4.1	eV
2S+1	2
<S²>	0.80
total charge	-1
gap between HOMO and LUMO (alpha / beta)	6.15 / 3.81	eV

Formula: C16H18NO2
Source: the OMol25 dataset
Level of theory: ωB97M-V/def2-TZVPD

Last column: Löwdin charge in e.
Geometry (Å):
1 C -4.159 -1.725 0.989  -0.03
2 C -3.913 -0.326 0.505  -0.23
3 C -4.989 0.522 0.265  -0.02
4 C -4.797 1.820 -0.174  -0.05
5 C -3.516 2.301 -0.381  -0.06
6 C -2.434 1.473 -0.145  -0.04
7 C -2.622 0.168 0.300  -0.19
8 C -1.410 -0.697 0.511  -0.08
9 H -0.540 -0.088 0.767  0.13
10 H -1.569 -1.437 1.294  0.14
11 N -1.090 -1.421 -0.759  0.07
12 H -1.015 -0.717 -1.505  0.18
13 H -1.881 -2.035 -0.986  0.18
14 C 0.191 -2.195 -0.718  -0.08
15 C 1.353 -1.246 -0.622  -0.25
16 C 1.706 -0.490 -1.732  -0.04
17 C 2.756 0.425 -1.693  0.03
18 C 3.435 0.547 -0.504  -0.19
19 C 3.083 -0.214 0.622  -0.19
20 C 2.043 -1.109 0.590  0.05
21 H 1.791 -1.693 1.459  0.13
22 O 3.903 0.101 1.652  0.06
23 C 4.812 1.067 1.154  -0.12
24 O 4.481 1.345 -0.194  0.06
25 H 5.838 0.674 1.210  0.15
26 H 4.738 1.988 1.751  0.15
27 H 3.033 1.004 -2.556  0.13
28 H 1.176 -0.622 -2.663  0.12
29 H 0.162 -2.864 0.143  0.14
30 H 0.256 -2.791 -1.631  0.14
31 H -1.430 1.846 -0.292  0.12
32 H -3.359 3.312 -0.720  0.11
33 H -5.649 2.457 -0.350  0.11
34 H -5.991 0.158 0.428  0.12
35 H -3.686 -1.890 1.957  0.09
36 H -3.785 -2.474 0.291  0.08
37 H -5.224 -1.894 1.111  0.09

LUMO	-2.80	eV
HOMO	-11.3	eV
SMILES string	Cc1ccccc1C[NH2+]Cc1ccc2c(c1)OCO2
total charge	+1
gap between HOMO and LUMO	8.54	eV

We obtain energy relative to the best compared isomer or geometry (same formula, charge and spin) values of 4.254; 1.166; 6.709; 2.127; 0.000; 0.446 eV for the records listed above, in that order.